{
  "formula": "C21H48BrN4O8S",
  "method": "ωB97M-V with the def2-TZVPD basis set",
  "species": ["C", "C", "O", "C", "C", "C", "C", "C", "C", "C", "C", "S", "O", "O", "O", "C", "N", "C", "N", "C", "C", "O", "Br", "C", "N", "N", "H", "H", "H", "H", "H", "H", "H", "H", "H", "H", "H", "H", "H", "H", "H", "H", "H", "H", "H", "H", "H", "H", "H", "H", "H", "H", "H", "H", "H", "H", "C", "C", "O", "H", "H", "H", "H", "H", "H", "C", "C", "O", "H", "H", "H", "H", "H", "H", "C", "C", "O", "H", "H", "H", "H", "H", "H"],
  "positions_angstrom": [[7.1936, -1.6747, -2.0006], [5.8099, -1.1695, -1.2826], [4.8432, -0.5147, -2.1897], [3.6197, -1.3201, -2.3198], [2.3626, -0.7737, -1.3609], [2.7215, -1.2875, 0.1613], [1.0039, -1.4250, -2.0058], [-0.3998, -0.9354, -1.2361], [-1.5081, -0.7569, -2.4094], [-3.0138, -1.2891, -2.1221], [-4.0690, -0.1407, -1.5530], [-5.0205, -0.7376, -0.0066], [-4.1076, -0.9547, 1.2234], [-5.6471, -2.1260, -0.3537], [-6.3285, 0.3392, 0.3348], [-0.7013, -2.0747, -0.1039], [-0.9378, -3.4771, -0.6561], [-1.7801, -4.3250, 0.2704], [-0.0115, 0.3357, -0.4972], [-1.2017, 1.0936, 0.0365], [-0.5968, 2.1331, 1.1990], [-1.0518, 3.4156, 1.2211], [0.7963, 1.6544, 2.5499], [0.8504, 1.1539, -1.4315], [0.4376, 2.1809, -2.2438], [2.3335, 0.7458, -1.5115], [8.1247, -1.4883, -1.2782], [7.4054, -1.1916, -3.0513], [7.1359, -2.8623, -2.1076], [5.3576, -2.0889, -0.6996], [6.0644, -0.3561, -0.4467], [3.7627, -2.4718, -2.1380], [3.2046, -1.2227, -3.4346], [3.7069, -0.6989, 0.4861], [2.9033, -2.4415, 0.2242], [1.8834, -0.8968, 0.9150], [0.9927, -1.0941, -3.1528], [1.1404, -2.5865, -2.0122], [-1.1617, -1.2368, -3.4462], [-1.5876, 0.4115, -2.6401], [-3.4655, -1.6155, -3.1784], [-3.1254, -2.2253, -1.4341], [-3.5852, 0.9139, -1.4018], [-4.9249, 0.0145, -2.3712], [-5.9863, 1.0430, 0.9837], [-1.6911, -1.8045, 0.5065], [0.1411, -2.1902, 0.7173], [-1.3063, -3.4527, -1.6333], [-2.8741, -4.4657, -0.1351], [-1.7911, -3.8961, 1.3593], [-1.2776, -5.4066, 0.2755], [-1.9608, 0.3707, 0.5564], [-1.7125, 1.8207, -0.7609], [0.0384, 1.9855, -3.2035], [0.4027, 3.2004, -1.9416], [2.8594, 1.2259, -0.7484], [1.6358, -6.2340, -3.1154], [2.4231, -5.0933, -3.7263], [2.7286, -4.1274, -2.7313], [0.7080, -5.8643, -2.6669], [1.3882, -6.9854, -3.8706], [2.2075, -6.7141, -2.3145], [1.8397, -4.6026, -4.5110], [3.3586, -5.4531, -4.1656], [3.2539, -4.5712, -2.0435], [0.2664, 6.6129, 2.3371], [-0.2843, 6.6473, 3.7477], [-1.6327, 6.2023, 3.7529], [-0.3313, 7.2480, 1.6752], [1.3042, 6.9574, 2.3151], [0.2231, 5.5978, 1.9290], [-0.2595, 7.6668, 4.1436], [0.3002, 6.0043, 4.4130], [-1.6428, 5.2931, 3.4075], [-4.3481, 4.5664, 5.9234], [-3.1846, 3.8189, 6.5414], [-2.1468, 3.6611, 5.5853], [-4.7323, 4.0271, 5.0516], [-5.1589, 4.6924, 6.6465], [-4.0315, 5.5542, 5.5729], [-3.5000, 2.8243, 6.8704], [-2.7864, 4.3584, 7.4062], [-1.8680, 4.5501, 5.3058]],
  "mulliken_charge": [-0.9714, -0.0407, -0.4551, -0.4699, 1.1805, -0.8707, -1.8683, 1.3530, -0.6940, -0.3639, -0.5446, 1.0611, -0.5673, -0.6011, -0.4709, -1.0310, -0.1817, -0.7453, 0.5734, 0.2571, 0.0358, -0.4986, -0.0824, -0.4467, -0.2709, -0.1884, 0.3018, 0.2617, 0.2201, 0.1649, 0.2791, 0.1956, 0.3575, 0.3285, 0.1392, 0.1030, 0.5313, 0.2333, 0.3677, 0.0501, 0.3430, 0.0208, 0.2480, 0.4374, 0.3863, 0.3461, 0.2722, 0.2958, 0.2605, 0.2912, 0.2841, 0.0321, 0.2431, 0.2747, 0.2863, 0.4211, -0.9276, -0.4141, -0.4073, 0.1603, 0.3677, 0.3209, 0.2976, 0.3073, 0.2174, -0.8118, -0.2245, -0.4733, 0.2662, 0.3626, 0.0970, 0.3174, 0.2266, 0.2683, -0.9651, -0.2231, -0.4883, 0.2228, 0.3580, 0.2744, 0.2788, 0.2607, 0.2566],
  "energy_ha": -4621.389375,
  "homo_lumo_gap_ha": 0.205,
  "charge": 1
}